Entry from OMol25: a molecular structure, C16H50N10O10Pd at a distorted geometry (ωB97M-V with the def2-TZVPD basis set).

Values from the calculation:
HOMO (alpha / beta): -11.9 / -11.9 eV
Charge: +2
Electronic energy: -56237.6556 eV
Strongest force on any atom: 0.1716 Eh/bohr
Expectation value of S²: 2.0092
Lowest unoccupied orbital energy (alpha / beta): -0.2369 / -0.3189 hartree
Gap between HOMO and LUMO (alpha / beta): 5.5 / 3.3 eV
2S+1: 3
Energy above the lowest of the compared OMol25 structures with the same formula, charge and spin: 131.8 kcal per mole

Element x y z (Å)
N  1.40  2.72  -0.39
H  1.02  3.32  -1.10
H  1.76  3.08  0.49
H  2.09  2.20  -0.91
H  0.74  1.99  -0.15
N  -3.62  0.44  0.07
H  -3.82  -0.55  0.06
H  -3.92  0.85  -0.81
H  -2.62  0.40  0.12
H  -4.15  0.71  0.90
Pd  0.75  -2.10  0.76
C  -0.50  0.03  -0.36
O  -0.95  1.15  -0.16
O  0.71  -0.19  -0.54
O  -1.06  -1.01  0.02
C  1.89  -1.29  -3.70
O  1.60  -0.94  -5.06
C  2.36  -1.40  -6.20
C  3.85  -1.19  -6.13
N  4.41  -1.28  -7.44
C  5.88  -1.65  -7.28
C  6.87  -0.70  -6.48
O  6.73  -0.65  -5.05
C  7.25  -1.72  -4.25
H  1.83  -2.34  -3.44
H  1.21  -0.82  -2.99
H  2.93  -0.98  -3.58
H  2.02  -0.82  -7.06
H  1.98  -2.35  -6.56
H  4.50  -1.71  -5.42
H  4.10  -0.14  -5.97
H  3.84  -2.01  -7.84
H  6.32  -1.63  -8.28
H  6.00  -2.71  -7.04
H  6.77  0.34  -6.82
H  7.88  -0.99  -6.76
H  6.47  -1.97  -3.54
H  8.14  -1.42  -3.70
H  7.52  -2.63  -4.79
C  -5.86  2.33  3.15
O  -4.65  1.84  2.50
C  -3.51  2.06  3.42
C  -2.45  0.97  3.04
N  -3.11  -0.34  2.90
C  -2.20  -1.42  3.08
C  -1.73  -1.72  4.47
O  -2.65  -1.39  5.60
C  -2.13  -1.66  6.90
H  -6.64  2.40  2.40
H  -5.80  3.35  3.53
H  -6.22  1.70  3.96
H  -3.60  2.00  4.50
H  -3.13  3.08  3.31
H  -1.56  1.09  3.66
H  -1.93  1.25  2.13
H  -3.97  -0.31  3.43
H  -1.37  -1.28  2.38
H  -2.69  -2.28  2.62
H  -0.85  -1.11  4.62
H  -1.45  -2.78  4.45
H  -1.25  -1.04  7.06
H  -1.92  -2.73  7.01
H  -2.88  -1.26  7.58
C  -1.57  5.30  2.01
O  -2.76  5.49  2.14
N  -1.01  4.25  1.43
N  -0.68  6.10  2.61
H  -0.03  4.03  1.54
H  -1.55  3.87  0.66
H  0.31  5.89  2.57
H  -1.04  6.83  3.21
C  -4.18  -3.28  -0.19
O  -4.24  -2.19  -0.65
N  -5.11  -4.05  0.17
N  -3.01  -3.90  -0.03
H  -4.95  -4.72  0.92
H  -5.90  -3.43  0.07
H  -2.26  -3.29  -0.34
H  -2.88  -4.76  0.47
C  1.63  0.14  2.87
O  1.46  -0.95  2.42
N  2.41  0.45  3.75
N  1.13  1.17  2.34
H  3.10  -0.27  3.87
H  2.55  1.45  3.63
H  0.46  1.03  1.59
H  1.49  2.07  2.61


Entry from OMol25: 12 unconnected molecules or ions with the total composition C51H91F7O36 at a distorted geometry (ωB97M-V with the def2-TZVPD basis set).

Values from the calculation:
HOMO: -8.8 eV
Charge: 0
Electronic energy: -147083.2235 eV
Strongest force on any atom: 0.1113 Eh/bohr
Lowest unoccupied orbital energy: -0.0012 hartree
SMILES: O=C1OC[C@@H](F)O1.O=C1OC[C@@H](F)O1.O=C1OC[C@@H](F)O1.O=C1OC[C@@H](F)O1.O=C1OC[C@@H](F)O1.O=C1OC[C@@H](F)O1.O=C1OC[C@@H](F)O1.COCCOCCOC.COCCOCCOC.COCCOCCOC.COCCOCCOC.COCCOCCOC
Gap between HOMO and LUMO: 8.8 eV
2S+1: 1

Element x y z (Å)
C  2.87  -1.62  -0.74
O  4.25  -1.67  -0.48
C  4.58  -1.54  0.91
C  6.12  -1.44  1.15
O  6.76  -0.23  0.86
C  8.10  -0.25  1.14
C  8.73  1.10  0.67
O  10.14  1.04  0.83
C  10.84  1.94  0.07
H  2.59  -1.48  -1.79
H  2.46  -0.75  -0.23
H  2.42  -2.52  -0.32
H  4.24  -2.44  1.43
H  3.99  -0.69  1.28
H  6.54  -2.25  0.56
H  6.25  -1.73  2.20
H  8.60  -1.11  0.71
H  8.17  -0.36  2.22
H  8.26  1.86  1.29
H  8.46  1.26  -0.38
H  11.84  2.18  0.44
H  10.36  2.91  -0.08
H  11.10  1.54  -0.91
C  2.13  2.27  3.64
O  1.09  2.55  2.74
C  0.09  1.59  2.96
C  -1.13  1.73  2.09
O  -1.63  3.02  2.23
C  -2.89  3.26  1.59
C  -4.01  3.33  2.57
O  -3.94  4.41  3.55
C  -3.08  4.14  4.66
H  2.55  1.28  3.49
H  1.82  2.32  4.69
H  2.89  3.03  3.46
H  -0.44  1.74  3.91
H  0.45  0.56  2.95
H  -1.95  1.03  2.27
H  -0.91  1.60  1.03
H  -3.08  2.49  0.85
H  -2.86  4.19  1.02
H  -4.26  2.43  3.14
H  -4.90  3.55  1.97
H  -3.07  3.10  4.98
H  -3.45  4.76  5.48
H  -2.04  4.32  4.40
C  2.73  0.74  7.08
O  2.01  0.07  6.08
C  2.43  -1.32  6.03
C  1.77  -1.96  4.80
O  0.29  -1.78  4.67
C  -0.21  -2.27  3.50
C  0.12  -3.74  3.15
O  -0.24  -4.54  4.25
C  -0.19  -5.97  4.07
H  2.55  0.33  8.07
H  2.29  1.74  7.10
H  3.81  0.73  6.93
H  2.28  -1.92  6.93
H  3.51  -1.36  5.85
H  1.94  -3.03  4.91
H  2.35  -1.61  3.95
H  0.10  -1.58  2.73
H  -1.30  -2.17  3.46
H  1.11  -3.93  2.76
H  -0.60  -4.00  2.38
H  0.86  -6.20  4.26
H  -0.35  -6.30  3.04
H  -0.80  -6.45  4.83
C  -3.02  4.10  -3.34
O  -2.68  3.36  -2.25
C  -1.36  2.91  -2.07
C  -0.27  3.98  -1.73
O  -0.02  4.77  -2.93
C  0.67  5.99  -2.80
C  0.78  6.59  -4.26
O  1.42  5.74  -5.22
C  0.56  4.81  -5.78
H  -2.20  4.60  -3.85
H  -3.71  4.84  -2.94
H  -3.60  3.47  -4.01
H  -0.96  2.23  -2.82
H  -1.46  2.30  -1.18
H  0.66  3.44  -1.52
H  -0.55  4.57  -0.87
H  1.61  5.78  -2.27
H  0.10  6.70  -2.20
H  1.29  7.55  -4.18
H  -0.22  6.86  -4.59
H  0.16  4.07  -5.10
H  1.16  4.43  -6.61
H  -0.16  5.35  -6.40
C  0.88  0.77  -4.09
O  2.00  1.04  -4.90
C  2.78  2.04  -4.34
C  3.82  1.38  -3.34
O  4.51  2.43  -2.66
C  5.48  2.03  -1.61
C  5.47  3.05  -0.46
O  4.31  3.03  0.36
C  3.06  3.35  -0.26
H  0.21  1.56  -4.43
H  1.08  0.84  -3.02
H  0.39  -0.15  -4.43
H  2.19  2.81  -3.86
H  3.26  2.53  -5.19
H  4.51  0.80  -3.95
H  3.27  0.70  -2.68
H  6.42  1.93  -2.14
H  5.22  1.07  -1.16
H  5.41  4.01  -0.97
H  6.39  3.09  0.13
H  2.33  3.65  0.49
H  2.63  2.52  -0.82
H  3.28  4.08  -1.03
C  -2.31  -2.17  0.24
C  -2.97  -1.69  -1.00
O  -2.24  -0.58  -1.26
C  -1.06  -0.64  -0.78
O  -0.11  0.12  -1.08
O  -0.98  -1.68  0.00
F  -4.23  -1.33  -0.58
H  -2.31  -3.26  0.26
H  -2.87  -1.92  1.14
H  -3.10  -2.32  -1.88
C  -7.03  -5.96  -1.90
C  -7.39  -4.53  -1.96
O  -6.24  -3.85  -1.66
C  -5.36  -4.64  -1.05
O  -4.27  -4.37  -0.66
O  -5.78  -5.92  -1.21
F  -8.28  -4.21  -0.94
H  -6.72  -6.35  -2.87
H  -7.76  -6.53  -1.34
H  -7.95  -4.22  -2.84
C  1.15  -3.06  -5.57
C  2.00  -3.17  -4.28
O  1.06  -2.63  -3.36
C  -0.22  -2.95  -3.86
O  -1.24  -2.79  -3.20
O  -0.13  -3.26  -5.09
F  3.04  -2.27  -4.33
H  1.57  -3.84  -6.21
H  1.30  -2.16  -6.15
H  2.40  -4.15  -4.02
C  3.12  -5.40  -1.50
C  3.49  -5.56  -0.09
O  2.26  -5.54  0.55
C  1.32  -5.06  -0.19
O  0.18  -4.81  0.13
O  1.80  -5.02  -1.45
F  4.26  -4.56  0.33
H  3.12  -6.39  -1.95
H  3.74  -4.75  -2.12
H  3.99  -6.52  0.05
C  -3.10  -0.76  5.59
C  -3.65  -2.16  5.18
O  -3.88  -2.02  3.76
C  -4.14  -0.65  3.51
O  -4.57  -0.15  2.46
O  -3.83  0.03  4.62
F  -4.80  -2.24  5.94
H  -2.05  -0.54  5.38
H  -3.29  -0.57  6.65
H  -2.96  -2.97  5.42
C  -4.33  0.40  -3.30
C  -5.38  1.41  -3.71
O  -6.54  0.67  -3.79
C  -6.23  -0.66  -3.81
O  -7.08  -1.57  -3.82
O  -4.90  -0.77  -3.91
F  -5.01  1.71  -5.00
H  -4.33  0.38  -2.22
H  -3.30  0.56  -3.61
H  -5.31  2.30  -3.09
C  -8.21  -0.67  -0.29
C  -6.94  0.06  0.24
O  -7.38  0.99  1.19
C  -8.69  0.93  1.30
O  -9.42  1.55  2.07
O  -9.22  0.12  0.39
F  -6.44  0.76  -0.76
H  -8.27  -1.69  0.09
H  -8.46  -0.79  -1.34
H  -6.15  -0.64  0.50